# 1
Density functional theory data (ωB97M-V with the def2-TZVPD basis set) for 9 unconnected molecules or ions with the total composition C27H28F8NO26S2 at a distorted geometry.

Geometry (Å):
O1 0.21032 -3.53587 -0.92385
S1 -0.89321 -2.48833 -1.10919
O2 -0.22216 -1.20404 -1.53498
C1 -1.91106 -2.33372 0.42711
C2 -3.22713 -1.43469 0.27886
N1 -3.51945 -1.16308 -1.17785
C3 -4.21096 -2.14707 -1.67353
S2 -4.53417 -3.44602 -2.68781
H1 -1.69323 -2.96045 -2.14439
H2 -1.28148 -1.90224 1.27676
H3 -2.20401 -3.39748 0.74570
H4 -2.95513 -0.42643 0.74411
C4 2.72929 -0.31096 -0.83433
C5 2.68252 0.64344 0.31319
O3 3.84081 1.44042 0.11795
C6 4.04922 1.44652 -1.23040
O4 4.76682 2.22462 -1.79209
O5 3.34196 0.47256 -1.85594
F1 2.80289 -0.00950 1.49651
H5 3.34946 -1.18807 -0.62859
H6 1.73595 -0.64662 -1.13717
H7 1.79567 1.28257 0.33180
C7 6.85257 1.99939 1.69798
C8 7.05990 0.60994 2.21024
O6 8.31136 0.69367 2.86622
C9 8.41092 1.98107 3.29813
O7 9.19696 2.35674 4.11633
O8 7.49950 2.78893 2.68879
F2 7.16431 -0.27505 1.19094
H8 7.33159 2.16864 0.72983
H9 5.79686 2.25963 1.61642
H10 6.29660 0.27165 2.91656
C10 1.32952 -7.68922 -2.50185
C11 1.95806 -6.48822 -3.13691
O9 0.94030 -6.00445 -3.98730
C12 -0.23332 -6.36777 -3.39503
O10 -1.29476 -5.90725 -3.67417
O11 -0.03881 -7.31714 -2.43602
F3 3.02708 -6.84120 -3.89801
H11 1.43232 -8.59063 -3.11313
H12 1.72895 -7.89206 -1.50735
H13 2.24890 -5.70582 -2.43032
C13 -8.53988 -2.55267 -5.30108
C14 -8.76109 -1.07496 -5.20680
O12 -8.53474 -0.80179 -3.84093
C15 -7.63895 -1.74610 -3.42251
O13 -7.01353 -1.67532 -2.41387
O14 -7.54656 -2.77618 -4.31176
F4 -10.04652 -0.75260 -5.50541
H14 -9.43609 -3.12859 -5.05300
H15 -8.18719 -2.85943 -6.28676
H16 -8.07872 -0.47817 -5.81884
C16 -4.52855 3.40686 0.03741
C17 -3.35044 4.25041 0.41293
O15 -2.68141 3.45840 1.37170
C18 -2.96852 2.16579 1.04033
O16 -2.37119 1.21986 1.45117
O17 -4.01607 2.09033 0.17502
F5 -3.74637 5.40803 1.00708
H17 -5.37549 3.54009 0.71690
H18 -4.86523 3.59171 -0.98339
H19 -2.67349 4.47306 -0.41630
C19 -5.15702 -5.87207 3.07740
C20 -4.64280 -4.50603 2.74123
O18 -3.86374 -4.73222 1.58695
C21 -4.42823 -5.80410 0.96631
O19 -4.21029 -6.11360 -0.16258
O20 -5.28104 -6.47413 1.79656
F6 -3.83540 -4.03485 3.72362
H20 -4.45278 -6.44916 3.68358
H21 -6.11890 -5.84100 3.59113
H22 -5.42253 -3.77207 2.51951
C22 2.48132 4.48388 0.31409
C23 2.09495 5.89712 0.02039
O21 1.04692 5.75456 -0.91966
C24 0.45861 4.55893 -0.63218
O22 -0.61663 4.22675 -1.03380
O23 1.24335 3.79394 0.17596
F7 3.11472 6.57034 -0.56765
H23 3.20189 4.08452 -0.40588
H24 2.88741 4.36478 1.31936
H25 1.73633 6.45556 0.88944
C25 6.77119 5.74822 4.34380
C26 6.38050 7.16093 4.04625
O24 5.33508 7.01417 3.10654
C27 4.74979 5.81908 3.39457
O25 3.67391 5.48611 2.99016
O26 5.53457 5.05608 4.20488
F8 7.39806 7.83503 3.45866
H26 7.49312 5.34946 3.62616
H27 7.17628 5.63126 5.34942
H28 6.01880 7.72066 4.91354

## Properties
gap between HOMO and LUMO = 4.16 eV
strongest force on any atom = 0.1318 hartree/bohr
total charge = -1
LUMO level = 0.0623 Eh

# 2
Density functional theory data (ωB97M-V with the def2-TZVPD basis set) for a molecular structure, C27H32N4O7S2SiSr.

Geometry (Å):
Sr1 -0.52399 0.19693 -1.25350
O1 0.00523 0.20331 -5.60811
C1 0.42756 0.16591 -4.45058
O2 0.02625 0.85034 -3.46124
C2 1.61221 -0.78382 -4.14055
C3 2.57394 -0.17374 -3.11305
C4 3.94721 -0.85619 -3.19650
C5 3.64326 -2.21841 -2.52611
C6 2.15381 -2.05605 -2.18801
O3 2.07913 -0.66039 -1.85531
C7 1.29517 -2.16576 -3.45224
C8 -0.18705 -2.48363 -3.11595
O4 -0.83274 -3.14118 -3.93399
O5 -0.58435 -2.04776 -1.99153
H1 2.11736 -0.97622 -5.08849
H2 2.57930 0.91310 -3.08632
H3 4.68950 -0.29385 -2.62812
H4 4.29739 -0.94967 -4.22536
H5 4.22684 -2.34500 -1.61299
H6 3.82748 -3.07263 -3.17886
H7 1.78518 -2.63486 -1.34375
H8 1.64748 -2.96539 -4.10618
O6 3.39896 1.28928 3.31801
C9 3.36252 2.45331 2.64410
C10 4.14374 3.50486 3.12885
C11 4.15010 4.72963 2.48910
C12 3.37523 4.93106 1.35349
C13 2.59878 3.88876 0.87552
C14 2.57301 2.64363 1.49606
C15 1.68123 1.57699 0.90246
O7 0.97700 1.88068 -0.08072
N1 1.75875 0.41283 1.53612
N2 0.89495 -0.56257 1.04589
C16 1.01479 -1.66376 1.65575
S1 2.16921 -1.98869 2.96017
C17 1.46597 -3.60448 3.37960
C18 0.95893 -4.24388 2.09716
S2 -0.05360 -3.01559 1.23169
H9 2.78086 0.66930 2.82513
H10 4.73720 3.32807 4.01732
H11 4.76353 5.53432 2.87960
H12 3.37306 5.88899 0.84887
H13 1.97510 4.00207 -0.00226
H14 0.64627 -3.47994 4.08851
H15 2.24845 -4.20519 3.84500
H16 0.33547 -5.11376 2.30588
H17 1.79883 -4.55783 1.47479
C19 -3.45861 0.05885 -3.78389
C20 -4.04752 0.28822 -2.41998
C21 -5.41869 0.27721 -2.19545
C22 -5.84428 0.42133 -0.87183
C23 -4.93712 0.56138 0.14471
C24 -3.53062 0.57084 -0.13512
N3 -3.16201 0.45701 -1.44338
N4 -2.55511 0.67054 0.76102
Si1 -2.77385 0.66084 2.44964
C25 -3.76995 2.15166 3.10647
C26 -1.11795 0.76721 3.33193
C27 -3.61787 -0.91158 3.10890
H18 -4.22612 0.08185 -4.55953
H19 -2.96944 -0.91860 -3.80796
H20 -2.68556 0.79337 -4.01216
H21 -6.11009 0.13858 -3.01550
H22 -6.90643 0.41389 -0.64052
H23 -5.28402 0.65484 1.16497
H24 -3.24631 3.07687 2.85459
H25 -3.85535 2.10346 4.19676
H26 -4.77627 2.22062 2.69125
H27 -0.46017 1.49889 2.86116
H28 -0.58582 -0.18490 3.32938
H29 -1.26887 1.06420 4.37440
H30 -4.64607 -1.02842 2.76233
H31 -3.62484 -0.90102 4.20359
H32 -3.05552 -1.79027 2.78483

## Properties
gap between HOMO and LUMO = 5.85 eV
strongest force on any atom = 0.0178 hartree/bohr
total charge = -2
LUMO level = 0.1409 Eh

# 3
Density functional theory data (ωB97M-V with the def2-TZVPD basis set) for a molecular structure, C5H8FN2 at a distorted geometry.

Geometry (Å):
C1 -1.12829 0.62155 0.71906
C2 -1.13816 -0.74799 0.59936
C3 0.53818 0.03491 -0.29376
C4 -0.03745 2.47036 -0.38383
C5 0.44312 -2.39027 -0.34814
N1 -0.09393 1.12093 0.00898
N2 -0.00980 -1.12749 -0.09176
F1 3.32649 0.33970 0.26132
H1 -1.81843 1.21944 1.15093
H2 -1.90099 -1.50660 0.88213
H3 -0.64086 2.89000 0.48279
H4 1.03236 2.70989 -0.18719
H5 -0.31352 2.48229 -1.46146
H6 -0.23571 -3.14643 0.09129
H7 0.46315 -2.63405 -1.38900
H8 1.51384 -2.33624 -0.04073

## Properties
gap between HOMO and LUMO (alpha / beta) = 7.85 / 7.04 eV
strongest force on any atom = 0.0973 hartree/bohr
energy above the lowest of the compared OMol25 structures with the same formula, charge and spin = 158.2 kcal/mol
total charge = +1
LUMO level (alpha / beta) = -0.2422 / -0.2803 Eh

# 4
Density functional theory data (ωB97M-V with the def2-TZVPD basis set) for C4H7NO in the gas phase.

Geometry (Å):
N1 2.85166 -0.16571 -0.06388
C1 1.66987 -0.73732 0.16504
O1 0.73512 0.22519 0.04090
C2 -0.56039 -0.23284 0.36325
C3 -1.61874 -0.30187 -0.68793
C4 -1.66633 0.76476 0.38291
H1 3.68063 -0.73268 0.00784
H2 2.96889 0.82900 -0.23770
H3 -0.53673 -1.01018 1.11882
H4 -1.36489 0.02491 -1.69195
H5 -2.31708 -1.13283 -0.64060
H6 -2.40293 0.69105 1.17810
H7 -1.43909 1.77849 0.06520

## Properties
gap between HOMO and LUMO = 9.94 eV
strongest force on any atom = 0.0115 hartree/bohr
energy above the lowest of the compared OMol25 structures with the same formula, charge and spin = 69.6 kcal/mol
LUMO level = 0.0439 Eh